Here is C3H3KO2 as an isolated structure from OMol25. Energies are from ωB97M-V/def2-TZVPD.

As for the LUMO energy (alpha / beta): -4.122 / -4.475 eV. Its spin multiplicity is 2. The value obtained for the gap between HOMO and LUMO (alpha / beta) is 8.4 / 8.2 eV. Its net charge is +1. For the HOMO energy (alpha / beta), the calculation gives -0.462 / -0.466 hartree. Its expectation value of S² is 0.754.

```
9
C3H3KO2 | OMol25 | ωB97M-V/def2-TZVPD
K 1.613 -2.801 -0.981
O -0.109 -0.470 -0.321
O -1.108 1.432 0.236
C -2.511 1.405 0.135
C -0.571 0.276 0.492
C -3.074 0.285 -0.357
H -2.788 -0.127 -1.326
H -3.948 -0.118 0.155
H -2.957 2.095 0.849
```

---

Here is C3H3LaO3 as an isolated structure from OMol25. Energies are from ωB97M-V/def2-TZVPD.

As for the LUMO energy (alpha / beta): -5.456 / -5.490 eV. Its spin multiplicity is 2. The value obtained for the gap between HOMO and LUMO (alpha / beta) is 6.7 / 7.4 eV. Its net charge is +1. For the HOMO energy (alpha / beta), the calculation gives -0.446 / -0.474 hartree. Its expectation value of S² is 0.761.

```
10
C3H3LaO3 | OMol25 | ωB97M-V/def2-TZVPD
La 1.000 -1.776 1.147
O -0.720 0.746 -2.535
O 0.020 0.027 2.077
O -0.133 -0.367 -0.631
C -0.481 1.002 1.383
C -0.201 0.857 -1.316
C -0.676 0.873 0.044
H 2.140 -3.470 1.027
H -0.783 1.930 1.885
H -0.166 0.176 -3.083
```

---

Here is C3H3LiMgO3 as an isolated structure from OMol25. Energies are from ωB97M-V/def2-TZVPD.

As for the LUMO energy (alpha / beta): -15.567 / -15.573 eV. Its spin multiplicity is 2. The value obtained for the gap between HOMO and LUMO (alpha / beta) is 4.4 / 9.5 eV. Its net charge is +3. For the HOMO energy (alpha / beta), the calculation gives -0.733 / -0.920 hartree. Its expectation value of S² is 0.754.

```
11
C3H3LiMgO3 | OMol25 | ωB97M-V/def2-TZVPD
Mg 0.968 -1.180 -2.372
O -1.086 -0.506 0.500
O 0.346 0.126 -1.107
O -0.290 1.522 0.490
C -1.272 1.518 1.612
C -0.279 0.339 -0.081
C -1.717 0.098 1.575
Li 0.813 3.063 -0.266
H -2.057 2.249 1.375
H -2.679 -0.318 1.859
H -0.730 1.809 2.521
```

---

Here is C3H3LiMnO3 as an isolated structure from OMol25. Energies are from ωB97M-V/def2-TZVPD.

As for the LUMO energy (alpha / beta): -3.528 / -4.501 eV. Its spin multiplicity is 7. The value obtained for the gap between HOMO and LUMO (alpha / beta) is 7.9 / 8.5 eV. Its net charge is +1. For the HOMO energy (alpha / beta), the calculation gives -0.420 / -0.478 hartree. Its expectation value of S² is 12.001.

```
11
C3H3LiMnO3 | OMol25 | ωB97M-V/def2-TZVPD
Mn -2.525 -1.669 -2.352
O -1.320 -0.231 -1.979
O -0.060 -3.390 -0.905
O 1.562 -1.776 -1.261
C -0.166 0.292 -2.885
C 0.718 -2.577 -1.166
C -1.277 1.134 -2.398
Li 1.595 0.193 -1.792
H -1.137 1.821 -1.556
H -2.105 1.429 -3.053
H -0.405 -0.065 -3.901
```

---

Record-wise ΔE to the lowest compared entry with this formula, charge and spin values, in kJ/mol: 148.6 353.6 21.9 210.0
Record-wise strongest force on any atom values, in eV/Å: 2.478 2.598 3.326 1.480
Record-wise calculated total energy values, in Eh: -866.196131 -372.958348 -548.275403 -1500.038705